# 1
# C24H28I3N2OTc

C24H28I3N2OTc as an isolated structure (the ωB97M-V functional and the def2-TZVPD basis, OMol25).

Spin multiplicity: 4
⟨S²⟩: 3.790
Orbital gap (spin up / spin down) (eV): 7.3968 / 6.8168
E (a.u.): -2089.74965
Total charge: +1

The geometry in XYZ format:
```
59
Properties=species:S:1:pos:R:3:mulliken_charge:R:1
Tc -0.5850 -0.1453 0.2934 0.022
C -0.2202 -2.1659 1.1575 -0.362
C 1.0608 -1.4878 1.1809 1.201
C 1.4455 -1.2716 -0.1505 0.517
C 0.4860 -1.9394 -1.0076 0.462
C -0.4664 -2.5731 -0.2055 2.000
C -1.4792 -3.5827 -0.6290 -1.623
C 0.6615 -2.0543 -2.4861 -1.844
C 2.7331 -0.6779 -0.6329 -1.603
C 1.8561 -1.1430 2.3972 -1.447
C -0.9103 -2.7415 2.3516 -1.664
H -1.1258 -4.5796 -0.3501 0.376
H -1.6340 -3.5803 -1.7063 0.365
H -2.4398 -3.4323 -0.1409 0.286
H 1.5908 -2.5864 -2.7034 0.416
H 0.7351 -1.0770 -2.9665 0.319
H -0.1521 -2.6026 -2.9547 0.341
H 3.2402 -0.1162 0.1508 0.430
H 2.5997 -0.0351 -1.5072 0.381
H 3.4125 -1.4720 -0.9537 0.379
H 2.6304 -1.9011 2.5397 0.382
H 1.2329 -1.1310 3.2877 0.141
H 2.3514 -0.1749 2.3149 0.410
H -0.4419 -3.6896 2.6268 0.335
H -1.9629 -2.9300 2.1406 0.391
H -0.8531 -2.0711 3.2098 0.258
I 3.7023 4.8272 4.1327 0.125
C 2.2229 3.5524 3.4121 -0.608
C 1.6143 2.6415 4.2626 -0.239
C 0.6497 1.7722 3.7743 0.065
I -0.3549 0.5074 5.0839 0.073
C 0.2979 1.7816 2.4234 0.164
O -0.6004 0.9106 1.9529 -0.273
C 0.8468 2.7704 1.5999 0.192
C 0.2463 2.9738 0.2426 -1.284
N 0.4186 1.7996 -0.6591 0.583
C 0.0758 2.1639 -2.0386 -1.109
C -0.7764 1.1445 -2.7213 0.352
C -1.0285 1.2442 -4.0840 -0.967
C -1.8903 0.3425 -4.6733 -0.449
C -2.4711 -0.6382 -3.8832 -1.260
C -2.1463 -0.6844 -2.5460 -0.333
N -1.3097 0.1918 -1.9662 0.849
C 1.8137 3.6356 2.0891 -0.583
H 1.8846 2.6084 5.3094 0.396
H 0.6949 3.8555 -0.2208 0.604
H -0.8284 3.1486 0.3325 0.469
H 1.4061 1.5623 -0.6254 0.075
H 0.9730 2.3724 -2.6244 0.486
H -0.4936 3.0964 -2.0147 0.443
H -0.5567 2.0291 -4.6615 0.514
H -2.1073 0.4003 -5.7319 0.444
H -3.1625 -1.3600 -4.2952 0.483
H -2.5658 -1.4404 -1.8994 0.483
H 2.2286 4.3972 1.4396 0.409
I -4.2850 -1.2943 0.2358 0.029
C -2.6486 -0.0473 0.7812 -0.992
H -2.6626 -0.0516 1.8666 0.386
H -2.9531 0.9482 0.4496 0.603
```


# 2
# C17H17Cl2NO7PbS

C17H17Cl2NO7PbS as an isolated structure (the ωB97M-V functional and the def2-TZVPD basis, OMol25).

Orbital gap (eV): 8.6431
E (a.u.): -2750.94714

The geometry in XYZ format:
```
46
Properties=species:S:1:pos:R:3:mulliken_charge:R:1
Pb 1.9876 0.5605 1.0732 1.273
O 2.4159 -1.6359 -2.4815 -0.674
C 1.9931 -0.6740 -1.8846 -0.142
O 2.6644 -0.0380 -0.9547 -0.543
C 0.5992 -0.1100 -2.2598 0.097
C 0.3210 1.3451 -1.8384 0.365
C -0.8367 1.9382 -2.6310 -1.029
C -2.0406 1.1703 -2.0368 -0.823
C -1.3638 0.3320 -0.9538 -0.367
O -0.2724 1.1733 -0.5257 -0.503
C -0.6065 -0.8497 -1.5981 0.223
C -0.2913 -1.8423 -0.5034 0.042
O -1.3975 -2.6067 -0.2707 -0.287
O 0.7217 -1.9391 0.1287 -0.591
H 0.5276 -0.2230 -3.3430 0.468
H 1.2057 1.9682 -1.7585 0.261
H -0.7155 1.7943 -3.7033 0.390
H -0.9145 3.0050 -2.4317 0.373
H -2.5518 0.5400 -2.7632 0.362
H -2.7716 1.8471 -1.5997 0.349
H -1.9864 0.0677 -0.1015 0.538
H -1.2208 -1.3684 -2.3350 0.644
Cl -1.4085 -0.9188 2.6425 -0.089
C -2.8218 -1.9177 2.5526 0.680
C -3.9646 -1.4716 3.1939 -0.781
C -5.1107 -2.2471 3.1411 -0.312
C -5.1189 -3.4477 2.4542 -0.689
C -3.9696 -3.8744 1.8073 0.645
Cl -4.0434 -5.3763 0.9544 -0.196
C -2.7903 -3.1256 1.8392 -0.436
S -1.3202 -3.6815 1.0502 0.008
H -3.9458 -0.5329 3.7274 0.439
H -6.0074 -1.9121 3.6435 0.371
H -6.0092 -4.0570 2.4083 0.428
N 4.4892 0.7882 0.9924 -0.451
C 5.0277 2.1506 0.8087 -0.715
C 4.2291 2.9090 -0.2530 -0.305
C 2.9536 3.5455 0.3040 0.518
O 2.8003 4.7470 0.2647 -0.670
O 2.0807 2.7266 0.8403 -0.635
H 4.9963 0.2917 1.7185 0.250
H 4.5912 0.2486 0.1339 0.270
H 6.0810 2.1059 0.5171 0.370
H 4.9751 2.6701 1.7673 0.341
H 3.9807 2.2170 -1.0634 0.171
H 4.8388 3.7076 -0.6725 0.362
```


# 3
# C15H24BClINO2PSn

C15H24BClINO2PSn as an isolated structure (the ωB97M-V functional and the def2-TZVPD basis, OMol25).

Orbital gap (eV): 2.6117
E (a.u.): -2129.20792
Total charge: +1

The geometry in XYZ format:
```
47
Properties=species:S:1:pos:R:3:mulliken_charge:R:1
C 2.4761 -2.0680 1.4423 -0.858
C 3.5346 -0.9420 1.3884 -0.551
C 3.8816 -0.4943 -0.0354 -0.087
C 3.6620 1.0023 -0.3195 -1.336
C 2.4368 1.2791 -1.1943 -0.922
C 1.1019 1.0356 -0.5027 0.707
C -0.0718 1.3760 -1.4383 -1.457
C -1.0458 0.2306 -1.7190 -0.745
B -1.9985 -0.2656 -0.4883 0.201
C -3.4934 -0.7327 -1.0303 -0.932
C -3.4434 -1.8167 -2.0261 0.631
O -3.0483 -1.7859 -3.1191 -0.408
Cl -3.9943 -3.4190 -1.3495 -0.204
C -2.1712 0.8284 0.6884 1.013
C -3.2469 1.7219 0.7207 -0.626
C -3.3375 2.6640 1.7427 -0.543
C -2.3474 2.6854 2.7218 -0.464
N -1.3069 1.8551 2.7252 -0.676
C -1.2485 0.9700 1.7350 -0.555
P -1.1988 -1.8676 0.4028 0.323
O -2.2744 -2.6768 1.2478 -0.475
I -0.3512 -3.4658 -1.2135 -0.027
H 2.7815 -2.8740 2.0971 0.347
H 1.5309 -1.6744 1.8149 0.075
H 2.2665 -2.4571 0.4490 0.234
H 4.4331 -1.2763 1.8940 0.417
H 3.1599 -0.0850 1.9311 0.409
H 4.9436 -0.7514 -0.2608 0.576
H 3.2192 -1.0170 -0.7793 -0.094
H 4.5194 1.3841 -0.8699 0.354
H 3.6381 1.5427 0.6187 0.471
H 2.5049 2.3049 -1.5398 0.442
H 2.4800 0.6215 -2.0651 0.381
H 1.0599 -0.0107 -0.1944 -0.525
H 1.0639 1.6740 0.3749 0.357
H -0.5807 2.2675 -1.0890 0.290
H 0.3617 1.6497 -2.4012 0.731
H -1.7112 0.5694 -2.5111 0.425
H -0.4718 -0.5793 -2.1736 0.326
H -4.1249 -1.0653 -0.2120 0.630
H -3.9734 0.1162 -1.5060 0.389
H -4.0147 1.7205 -0.0373 0.306
H -4.1692 3.3473 1.7652 0.431
H -2.4126 3.4002 3.5286 0.387
H -0.3929 0.3003 1.7566 0.494
H -3.1018 -2.8326 0.7521 0.344
Sn 4.4759 -2.3890 -1.7219 0.791
```


# 4
# C4H12

A 2-piece molecular cluster, C4H12 overall (the ωB97M-V functional and the def2-TZVPD basis, OMol25).

Spin multiplicity: 2
⟨S²⟩: 0.750
Orbital gap (spin up / spin down) (eV): 2.8808 / 12.3362
E (a.u.): -159.52587
Total charge: -1

The geometry in XYZ format:
```
16
Properties=species:S:1:pos:R:3:mulliken_charge:R:1
C 0.6561 -1.6951 1.6835 -1.722
C 1.4783 -1.7851 0.3967 -1.616
H -0.2178 -2.3335 1.5955 0.577
H 1.2543 -1.9925 2.5386 0.443
H 0.3490 -0.6563 1.8359 0.451
H 1.6834 -2.8231 0.1376 0.403
H 2.4329 -1.2723 0.4836 0.648
H 0.9408 -1.2690 -0.4025 0.337
C -1.0722 2.1704 -0.4122 -1.081
C -1.1019 1.3210 -1.6817 -2.529
H -0.6626 1.5836 0.4051 -0.096
H -0.4671 3.0755 -0.5250 0.627
H -2.0852 2.4616 -0.1179 0.466
H -1.7400 1.7499 -2.4484 0.985
H -1.3660 0.2878 -1.4431 0.478
H -0.0820 1.1770 -2.0459 0.630
```


# 5
# C5H11NO

The molecule C5H11NO (the ωB97M-V functional and the def2-TZVPD basis, OMol25).

Structure (SMILES): C=C[C@@H](N)[C@@H](C)O
Orbital gap (eV): 8.9324
E (a.u.): -327.00137

The geometry in XYZ format:
```
18
Properties=species:S:1:pos:R:3:mulliken_charge:R:1
C -2.3499 0.9352 -0.9803 -0.641
C -1.1817 0.3543 -1.2110 -0.371
C -0.3062 -0.5812 0.1490 -0.084
N 0.2042 -1.8031 -0.2868 -0.579
C 0.6585 0.5179 0.2984 -0.076
C 1.5085 -0.0552 1.6808 -1.266
O 1.5889 0.5494 -0.7432 -0.529
H -3.0598 1.1885 -1.7594 0.282
H -2.7364 1.0445 0.0291 0.225
H -0.8180 0.2554 -2.2317 0.289
H -1.0045 -0.6794 0.9783 0.465
H -0.4723 -2.5386 -0.4283 0.226
H 0.8807 -1.7067 -1.0346 0.226
H 0.2109 1.4625 0.6146 0.414
H 0.8522 -0.1769 2.5378 0.361
H 2.0151 -0.9853 1.4423 0.351
H 2.2292 0.7375 1.8686 0.366
H 1.7806 1.4813 -0.9236 0.341
```


- Among the records above, which one has the highest E?
  C4H12


- Number 3 is which compound?
  C15H24BClINO2PSn


- Among the records above, which one has the lowest E?
  C17H17Cl2NO7PbS


- Which value of E does entry 2 give?
  -2750.94714 a.u.